{"formula": "C47H46N10O2SSeSiTi", "method": "ωB97M-V/def2-TZVPD", "symbols": ["Ti", "C", "Si", "C", "N", "C", "C", "C", "C", "C", "C", "C", "C", "C", "C", "C", "C", "C", "C", "C", "C", "C", "H", "H", "H", "H", "H", "H", "H", "H", "H", "H", "H", "H", "H", "H", "H", "H", "H", "H", "H", "H", "H", "H", "H", "H", "Se", "N", "C", "C", "C", "C", "C", "N", "C", "C", "N", "C", "C", "C", "C", "C", "N", "H", "H", "H", "H", "H", "H", "N", "C", "C", "C", "C", "C", "C", "S", "O", "O", "N", "C", "N", "C", "C", "C", "N", "H", "H", "H", "H", "H", "H", "H", "H", "H", "N", "C", "C", "C", "C", "C", "C", "H", "H", "H", "H", "H", "H", "H"], "xyz": [[-0.52989, -0.56535, 0.48486], [1.28838, -0.43645, 1.33595], [2.89330, 0.07877, 0.43188], [2.92150, -1.00045, -1.12156], [1.83442, -0.77605, -2.07418], [1.73371, -1.87567, -3.05554], [2.57766, -1.62967, -4.29995], [1.99904, -0.43308, -5.07248], [1.30937, 0.54446, -4.10576], [1.99832, 0.52375, -2.75039], [4.33303, -0.43825, 1.49228], [4.70836, -1.78268, 1.59396], [5.76107, -2.17278, 2.40610], [6.45676, -1.22018, 3.13887], [6.09720, 0.11674, 3.05637], [5.04308, 0.50439, 2.24027], [2.97920, 1.92570, 0.17761], [2.15448, 2.82454, 0.85850], [2.28517, 4.19665, 0.67220], [3.25156, 4.69175, -0.19038], [4.10371, 3.81316, -0.84919], [3.96875, 2.44692, -0.66336], [1.09348, 0.30776, 2.12584], [1.56717, -1.35202, 1.86544], [2.82258, -2.02592, -0.74539], [3.91448, -0.94850, -1.59926], [0.68755, -1.98529, -3.36890], [2.02096, -2.80345, -2.55930], [2.59855, -2.52445, -4.92254], [3.60964, -1.43357, -3.99943], [1.28377, -0.77981, -5.82007], [2.79627, 0.08010, -5.61052], [0.25428, 0.28203, -3.98262], [1.33746, 1.55890, -4.50460], [1.61768, 1.31612, -2.10407], [3.06666, 0.73969, -2.90086], [4.18271, -2.54023, 1.01940], [6.04497, -3.21531, 2.46542], [7.28135, -1.52116, 3.77105], [6.63952, 0.85976, 3.62576], [4.77643, 1.55292, 2.18413], [1.42994, 2.46475, 1.58130], [1.64787, 4.88027, 1.21989], [3.35610, 5.75871, -0.33567], [4.88256, 4.19571, -1.49544], [4.65016, 1.77573, -1.17620], [-4.55170, -0.07610, -5.83362], [-3.78761, 1.12942, -4.78860], [-3.05484, 0.47732, -3.92161], [-2.23856, 1.12044, -2.90064], [-2.09353, 2.50463, -2.79295], [-1.24763, 3.01584, -1.83104], [-0.60069, 2.14657, -0.96636], [-0.73596, 0.82279, -1.05343], [-1.53065, 0.31267, -2.01818], [-1.55793, -1.14319, -2.11978], [-0.83725, -1.83017, -1.19814], [-0.73280, -3.14912, -1.34150], [-1.36809, -3.84677, -2.36369], [-2.16780, -3.16257, -3.24974], [-2.26892, -1.77189, -3.13269], [-3.06066, -0.95207, -4.04158], [-3.80117, -1.44484, -5.00241], [-2.63468, 3.14621, -3.47622], [-1.09096, 4.07989, -1.72695], [0.05204, 2.51717, -0.18553], [-0.13572, -3.67811, -0.61163], [-1.23696, -4.91698, -2.43266], [-2.70928, -3.66580, -4.04039], [-4.48737, 6.15518, 3.96188], [-3.80835, 4.99955, 3.75190], [-2.73239, 4.95752, 2.84382], [-2.04966, 3.78445, 2.63040], [-2.44364, 2.62790, 3.30282], [-3.50891, 2.64338, 4.19547], [-4.17893, 3.82135, 4.42376], [-1.50512, 1.19739, 3.08300], [-1.96189, 0.10031, 3.89224], [-0.11961, 1.57070, 3.13957], [-1.72029, 0.64558, 1.46598], [-3.01990, 0.22923, 1.15597], [-4.07834, 0.76313, 1.74497], [-5.25896, 0.25490, 1.42071], [-5.40354, -0.78294, 0.50483], [-4.24336, -1.26032, -0.05935], [-3.04561, -0.75876, 0.25861], [-4.13797, 7.02040, 3.59173], [-5.15889, 6.21700, 4.70585], [-2.43055, 5.86396, 2.33482], [-1.19811, 3.75821, 1.96187], [-3.79333, 1.73488, 4.70845], [-4.99509, 3.84905, 5.13419], [-6.11752, 0.69324, 1.91617], [-6.36928, -1.19278, 0.25238], [-4.25041, -2.06249, -0.79014], [-1.03900, -2.14920, 1.95739], [-0.68227, -3.56388, 1.89826], [-1.68723, -4.50678, 2.03781], [-1.38127, -5.85933, 1.97243], [-0.07050, -6.26902, 1.78201], [0.93447, -5.31941, 1.65174], [0.63225, -3.96638, 1.70301], [-2.04760, -2.09322, 2.09383], [-0.65769, -1.74107, 2.81726], [-2.71099, -4.19177, 2.20817], [-2.16917, -6.59147, 2.08463], [0.17014, -7.32235, 1.74724], [1.96126, -5.63037, 1.51358], [1.42568, -3.24007, 1.59062]], "spin_multiplicity": 1, "e_above_lowest_kcal_mol": 16.2, "homo_energy_ha": -0.4563, "energy_ha": -6454.88685, "total_charge": 2}